Computed, not measured: a 2-piece molecular cluster, C5H10O overall at a distorted geometry, with ωB97M-V with the def2-TZVPD basis set.

## Properties
* lowest unoccupied orbital energy: 0.78 eV
* structure (SMILES): C=CC(=C)C.O
* molar mass: 86.13 g/mol
* highest occupied orbital energy: -9.08 eV
* frontier orbital gap: 9.86 eV

Geometry (Å):
C  2.05571  -0.50543  -0.28418
C  0.76912  -0.84534  0.05863
C  -0.20740  0.25825  0.54275
C  -0.11900  1.46972  0.00523
C  -0.82363  -0.03547  1.79553
H  2.16312  0.58284  -0.38740
H  2.75397  -1.19327  -0.68306
H  0.30838  -1.83098  -0.04932
H  -0.41305  2.38388  0.34400
H  0.35540  1.75338  -0.99098
H  -1.04866  -1.02288  1.97404
H  -1.62466  0.51611  2.27880
H  0.05756  0.15694  2.50221
O  -1.21244  -0.51255  -2.72755
H  -1.00360  -0.96688  -1.88918
H  -2.01083  -0.20832  -2.48952



Computed, not measured: a 2-piece molecular cluster, CH4FO3P overall at a distorted geometry, with ωB97M-V with the def2-TZVPD basis set.

## Properties
* lowest unoccupied orbital energy (spin up / spin down): -0.30 / -0.30 eV
* molar mass: 114.01 g/mol
* highest occupied orbital energy (spin up / spin down): -8.78 / -8.79 eV
* frontier orbital gap (spin up / spin down): 8.48 / 8.49 eV

Geometry (Å):
C  -0.86084  0.80826  0.70019
O  1.89728  -0.55209  -1.19215
O  0.95642  -0.16961  0.86727
O  1.80927  0.24041  -0.07227
F  -0.63593  2.11872  0.61404
P  -1.71648  -0.06084  -0.59457
H  -1.30869  0.59053  1.72280
H  2.49588  -1.28371  -0.92844
H  -0.79194  -0.57344  -1.50244
H  -1.84499  -1.11822  0.38559



Computed, not measured: C23H29FN2O8SeSiSn as an isolated structure, with ωB97M-V with the def2-TZVPD basis set.

## Properties
* lowest unoccupied orbital energy: -0.23 eV
* molar mass: 706.25 g/mol
* highest occupied orbital energy: -8.19 eV
* frontier orbital gap: 7.96 eV

Geometry (Å):
Sn  -0.00635  1.61367  2.41110
O  1.04631  -0.43825  2.01271
C  2.44831  -0.56833  1.71846
C  3.26709  -0.42238  2.99245
N  2.85366  0.73210  3.74798
C  2.32173  0.52419  5.09234
C  0.86827  0.90733  4.86122
O  0.54366  2.10596  4.93214
O  0.14341  0.01377  4.29005
C  3.56958  1.96206  3.49951
C  3.29774  2.49103  2.09016
O  4.20798  2.83979  1.36041
O  2.04059  2.53984  1.75970
H  0.87771  -0.77561  2.91535
H  2.68227  0.19831  0.98223
H  2.63174  -1.54742  1.26802
H  4.33327  -0.38380  2.72869
H  3.11691  -1.31710  3.60310
H  2.81506  1.15903  5.82788
H  2.41030  -0.52226  5.38241
H  4.65439  1.86113  3.62921
H  3.19383  2.71624  4.19296
C  -2.26201  -3.19822  -4.50394
C  -3.17645  -3.14833  -3.29107
C  -3.41416  -4.53818  -2.72271
C  -4.42875  -4.47303  -1.59663
C  -3.99687  -3.46960  -0.56249
C  -4.42362  -3.58386  0.74087
C  -4.00103  -2.67332  1.70177
F  -4.44321  -2.83222  2.96055
C  -3.15169  -1.64912  1.40081
C  -2.70439  -1.51041  0.08182
C  -1.78389  -0.40244  -0.22624
O  -1.41137  0.35932  0.67724
C  -1.35647  -0.34353  -1.59593
C  -1.79520  -1.27972  -2.48636
N  -2.65125  -2.27362  -2.21122
C  -3.12443  -2.41525  -0.90260
C  -0.36595  0.64994  -2.11800
O  0.40097  0.36780  -3.00899
O  -0.47671  1.85493  -1.56753
H  -2.64565  -3.95748  -5.18439
H  -1.24550  -3.47639  -4.22163
H  -2.22948  -2.25998  -5.05449
H  -4.14442  -2.73143  -3.59264
H  -2.46411  -4.94162  -2.35989
H  -3.76668  -5.18930  -3.52272
H  -4.55609  -5.44865  -1.12668
H  -5.40439  -4.18734  -2.00228
H  -5.08206  -4.39224  1.03254
H  -2.81524  -0.95151  2.15453
H  -1.42495  -1.22398  -3.49758
C  3.66910  3.13268  -2.08633
Si  2.05550  3.89732  -1.58435
C  0.93304  4.22344  -3.02815
C  2.29651  5.35093  -0.45678
Se  0.88621  2.28669  -0.32958
H  4.23616  3.81652  -2.72313
H  3.50519  2.20383  -2.63447
H  4.25718  2.92101  -1.19141
H  1.41854  4.91118  -3.72454
H  -0.01137  4.66162  -2.70444
H  0.71489  3.29207  -3.55104
H  2.75641  6.18119  -0.99866
H  2.96027  5.05886  0.35766
H  1.34997  5.69215  -0.03699